Entry 1:
{
  "formula": "C24H20F3IrO6S2",
  "method": "the ωB97M-V functional and the def2-TZVPD basis",
  "total_charge": 1,
  "multiplicity": 6,
  "homo_energy_ev": [-12.01, -12.34],
  "orbital_gap_ev": [8.8, 5.3],
  "e_tot_ha": -2577.8425,
  "species": ["Ir", "C", "C", "C", "C", "C", "C", "C", "C", "C", "H", "H", "H", "H", "H", "H", "H", "H", "H", "H", "H", "H", "O", "S", "O", "O", "C", "C", "C", "C", "C", "C", "S", "O", "O", "O", "H", "H", "H", "H", "F", "C", "F", "F", "C", "C", "C", "C", "C", "C", "C", "C", "H", "H", "H", "H"],
  "positions_angstrom": [[0.277, -0.672, -0.559], [2.984, 2.599, -1.113], [2.938, 1.587, -0.021], [2.044, 1.761, 1.060], [1.946, 0.822, 2.103], [0.951, 1.019, 3.193], [2.780, -0.280, 2.073], [3.703, -0.471, 1.021], [4.597, -1.625, 1.024], [3.743, 0.465, -0.032], [2.257, 2.330, -1.881], [3.962, 2.633, -1.586], [2.727, 3.587, -0.743], [1.456, 2.666, 1.113], [0.021, 0.523, 2.914], [0.738, 2.074, 3.346], [1.292, 0.579, 4.126], [2.733, -1.010, 2.867], [4.087, -2.445, 0.459], [4.758, -2.032, 2.019], [5.531, -1.443, 0.497], [4.437, 0.309, -0.844], [-3.056, -2.783, -1.177], [-1.674, -2.546, -0.922], [-0.961, -1.820, -1.998], [-1.429, -1.780, 0.330], [-0.873, -4.149, -0.781], [-1.715, -5.247, -0.856], [-1.190, -6.530, -0.877], [0.182, -6.719, -0.824], [1.021, -5.621, -0.708], [0.493, -4.338, -0.698], [1.649, -3.006, -0.420], [2.935, -3.629, -0.183], [1.701, -2.050, -1.542], [1.183, -2.250, 0.761], [-2.776, -5.061, -0.888], [-1.860, -7.369, -0.953], [0.596, -7.715, -0.865], [2.089, -5.738, -0.615], [-5.664, 6.065, 0.762], [-5.546, 5.528, -0.463], [-5.522, 6.540, -1.331], [-6.665, 4.829, -0.686], [-4.313, 4.662, -0.528], [-4.229, 3.586, 0.357], [-3.091, 2.814, 0.387], [-2.032, 3.109, -0.496], [-2.119, 4.202, -1.375], [-3.263, 4.974, -1.389], [-0.966, 2.209, -0.517], [-0.174, 1.260, -0.537], [-5.057, 3.371, 1.014], [-2.997, 1.980, 1.064], [-1.288, 4.431, -2.026], [-3.350, 5.815, -2.059]]
}

=====

Entry 2:
{
  "formula": "C5H8O",
  "method": "the ωB97M-V functional and the def2-TZVPD basis",
  "homo_energy_ev": -9.60,
  "smiles": "C[C@H]1C[C@@H]1C=O",
  "orbital_gap_ev": 10.6,
  "e_above_lowest_kcal_mol": 38.4,
  "e_tot_ha": -270.4967,
  "species": ["C", "C", "C", "C", "C", "O", "H", "H", "H", "H", "H", "H", "H", "H"],
  "positions_angstrom": [[1.573, -0.038, 0.615], [0.450, 0.075, -0.379], [-0.301, -0.955, -1.146], [-0.967, -0.320, 0.049], [-1.611, 0.970, 0.344], [-1.829, 1.276, 1.496], [1.321, -0.742, 1.412], [1.708, 0.943, 1.088], [2.522, -0.323, 0.155], [0.459, 1.020, -0.927], [-0.045, -1.996, -0.962], [-0.579, -0.743, -2.175], [-1.076, -0.992, 0.896], [-1.707, 1.712, -0.473]]
}

=====

Entry 3:
{
  "formula": "C2H9N2P3",
  "method": "the ωB97M-V functional and the def2-TZVPD basis",
  "homo_energy_ev": -8.22,
  "orbital_gap_ev": 7.7,
  "e_above_lowest_kcal_mol": 46.4,
  "e_tot_ha": -1215.0248,
  "species": ["C", "C", "N", "N", "P", "P", "P", "H", "H", "H", "H", "H", "H", "H", "H", "H"],
  "positions_angstrom": [[-2.699, -0.349, 0.237], [-1.848, -0.406, -1.023], [3.170, -0.164, -0.567], [-0.382, -0.144, -0.710], [2.000, -1.206, -0.396], [3.098, 1.390, 0.083], [0.374, -0.366, 0.703], [-3.742, -0.403, -0.047], [-2.500, -1.142, 0.856], [-2.274, 0.523, 0.740], [-1.882, -1.288, -1.630], [-2.019, 0.453, -1.835], [4.126, 1.826, -0.670], [3.866, 1.360, 1.164], [-0.193, -0.896, 1.890], [0.906, 0.812, 1.206]]
}

=====

Entry 4:
{
  "formula": "C17H38F6MnN2O7",
  "method": "the ωB97M-V functional and the def2-TZVPD basis",
  "multiplicity": 6,
  "homo_energy_ev": [-7.92, -8.65],
  "orbital_gap_ev": [8.3, 9.1],
  "e_above_lowest_kcal_mol": 20.5,
  "e_tot_ha": -3056.9513,
  "species": ["Mn", "C", "O", "O", "C", "F", "F", "F", "C", "C", "H", "H", "H", "H", "H", "H", "C", "O", "O", "C", "F", "F", "F", "C", "C", "H", "H", "H", "H", "H", "H", "C", "O", "H", "H", "H", "H", "C", "C", "C", "O", "C", "N", "H", "H", "H", "H", "H", "H", "H", "H", "H", "H", "H", "C", "C", "C", "O", "C", "N", "H", "H", "H", "H", "H", "H", "H", "H", "H", "H", "H"],
  "positions_angstrom": [[-28.718, -4.303, 17.708], [-31.375, -5.049, 18.680], [-31.168, -4.396, 17.396], [-30.118, -5.301, 19.096], [-32.280, -4.127, 19.549], [-33.575, -4.463, 19.359], [-32.037, -4.288, 20.859], [-32.161, -2.829, 19.249], [-32.211, -4.407, 16.445], [-31.837, -3.435, 15.344], [-31.582, -2.468, 15.781], [-31.003, -3.708, 14.692], [-32.668, -3.315, 14.643], [-33.191, -4.096, 16.821], [-32.382, -5.400, 16.012], [-31.889, -5.996, 18.477], [-27.843, -2.485, 14.902], [-28.164, -3.421, 13.882], [-28.349, -3.021, 16.036], [-26.359, -2.102, 14.891], [-26.019, -1.292, 13.882], [-26.029, -1.471, 16.026], [-25.567, -3.197, 14.791], [-27.665, -3.239, 12.567], [-28.335, -4.303, 11.718], [-28.181, -5.303, 12.119], [-29.422, -4.162, 11.760], [-28.128, -4.200, 10.653], [-26.591, -3.456, 12.559], [-27.829, -2.251, 12.128], [-28.395, -1.552, 14.707], [-29.575, -1.305, 18.650], [-29.105, -2.615, 18.997], [-30.634, -1.328, 18.386], [-29.410, -0.627, 19.485], [-29.114, -0.971, 17.722], [-29.536, -2.850, 19.829], [-25.700, -2.551, 18.534], [-25.686, -4.035, 18.178], [-24.393, -4.704, 18.742], [-23.334, -4.784, 17.816], [-22.836, -3.593, 17.281], [-26.883, -4.631, 18.830], [-24.962, -1.995, 17.961], [-25.462, -2.389, 19.587], [-26.674, -2.114, 18.317], [-25.692, -4.265, 17.112], [-24.654, -5.714, 19.061], [-23.989, -4.142, 19.594], [-22.068, -3.854, 16.555], [-22.320, -2.955, 18.013], [-23.574, -2.944, 16.803], [-26.661, -5.612, 18.979], [-27.033, -4.231, 19.753], [-27.027, -6.355, 14.735], [-28.452, -6.256, 15.209], [-29.326, -7.461, 14.799], [-30.592, -7.364, 15.454], [-31.540, -8.209, 14.842], [-28.439, -6.244, 16.709], [-26.475, -7.206, 15.146], [-26.493, -5.476, 15.106], [-26.888, -6.385, 13.655], [-29.003, -5.389, 14.848], [-28.902, -8.420, 15.131], [-29.469, -7.554, 13.717], [-31.772, -7.862, 13.831], [-32.460, -8.153, 15.424], [-31.230, -9.258, 14.829], [-27.809, -6.979, 17.030], [-29.335, -6.693, 16.926]]
}

=====

Entry 5:
{
  "formula": "C14H13BrN2PdS2",
  "method": "the ωB97M-V functional and the def2-TZVPD basis",
  "multiplicity": 3,
  "homo_energy_ev": [-7.09, -8.48],
  "orbital_gap_ev": [7.3, 7.3],
  "e_above_lowest_kcal_mol": 8.7,
  "e_tot_ha": -4149.0717,
  "species": ["Pd", "C", "C", "C", "C", "N", "C", "C", "C", "C", "C", "C", "C", "H", "H", "H", "H", "H", "H", "H", "H", "S", "C", "N", "C", "C", "S", "H", "H", "H", "H", "H", "Br"],
  "positions_angstrom": [[0.705, 0.157, -0.398], [-2.788, 1.076, 2.159], [-2.374, 0.555, 3.376], [-1.091, 0.066, 3.511], [-0.223, 0.116, 2.426], [-0.633, 0.628, 1.255], [-1.879, 1.080, 1.121], [1.156, -0.421, 2.437], [1.830, -0.747, 3.614], [3.110, -1.276, 3.557], [3.718, -1.482, 2.323], [3.055, -1.145, 1.148], [1.781, -0.607, 1.209], [-3.788, 1.456, 2.004], [-3.059, 0.516, 4.213], [-0.764, -0.376, 4.441], [-2.137, 1.454, 0.139], [1.369, -0.583, 4.581], [3.632, -1.523, 4.472], [4.717, -1.900, 2.277], [3.536, -1.301, 0.191], [2.282, 0.676, -2.083], [0.746, 1.268, -2.484], [-0.095, 0.678, -3.363], [-1.458, 1.189, -3.330], [-1.297, 2.692, -3.126], [0.129, 2.844, -2.018], [0.033, -0.323, -3.458], [-2.000, 0.723, -2.502], [-1.972, 0.964, -4.262], [-2.176, 3.129, -2.657], [-1.090, 3.209, -4.061], [-0.908, -1.663, -1.056]]
}

=====

Please write out number 2 again, unchanged.
{
  "formula": "C5H8O",
  "method": "the ωB97M-V functional and the def2-TZVPD basis",
  "homo_energy_ev": -9.60,
  "smiles": "C[C@H]1C[C@@H]1C=O",
  "orbital_gap_ev": 10.6,
  "e_above_lowest_kcal_mol": 38.4,
  "e_tot_ha": -270.4967,
  "species": ["C", "C", "C", "C", "C", "O", "H", "H", "H", "H", "H", "H", "H", "H"],
  "positions_angstrom": [[1.573, -0.038, 0.615], [0.450, 0.075, -0.379], [-0.301, -0.955, -1.146], [-0.967, -0.320, 0.049], [-1.611, 0.970, 0.344], [-1.829, 1.276, 1.496], [1.321, -0.742, 1.412], [1.708, 0.943, 1.088], [2.522, -0.323, 0.155], [0.459, 1.020, -0.927], [-0.045, -1.996, -0.962], [-0.579, -0.743, -2.175], [-1.076, -0.992, 0.896], [-1.707, 1.712, -0.473]]
}